No. 1
{"formula": "C34H47F5N10O2S2Zr", "method": "the ωB97M-V functional and the def2-TZVPD basis", "e_lumo_ha": -0.1740, "homo_energy_ev": -13.4, "e_above_lowest_kcal_mol": 56.6, "multiplicity": 1, "e_tot_ev": -91545.040, "charge": 2, "gap_ha": 0.319, "species": ["Zr", "S", "S", "F", "F", "F", "F", "F", "O", "O", "N", "N", "N", "N", "N", "N", "N", "N", "N", "N", "C", "C", "C", "C", "C", "C", "C", "C", "C", "C", "C", "C", "C", "C", "C", "C", "C", "C", "C", "C", "C", "C", "C", "C", "C", "C", "C", "C", "C", "C", "C", "C", "C", "C", "H", "H", "H", "H", "H", "H", "H", "H", "H", "H", "H", "H", "H", "H", "H", "H", "H", "H", "H", "H", "H", "H", "H", "H", "H", "H", "H", "H", "H", "H", "H", "H", "H", "H", "H", "H", "H", "H", "H", "H", "H", "H", "H", "H", "H", "H", "H"], "xyz": [[0.3359, 0.3174, 0.2815], [-0.8381, -2.9426, 0.7089], [-2.3712, -0.5155, -1.3851], [0.1850, 3.4007, -0.1873], [2.7478, 1.5991, 1.3341], [0.5344, 3.1332, 1.9254], [2.3654, 1.8484, -0.7829], [2.9398, 3.5727, 0.4378], [-2.0310, -2.3665, 1.2948], [-0.9824, -3.4602, -0.6275], [2.2801, -0.9111, 0.0672], [0.8104, 0.4156, -3.5692], [0.3269, -1.7997, 0.8042], [-0.2366, 0.8499, -1.4965], [-4.1662, -2.4221, -0.5175], [-4.3853, -1.8970, -2.6304], [-1.4554, 0.5825, 1.4840], [-0.8567, 1.9979, -3.4362], [-2.9004, 0.1805, 3.3225], [-0.6362, -0.0806, 3.5719], [-0.9445, 2.0840, -4.8938], [0.4998, -6.3477, 3.3714], [1.8683, 1.1941, -4.2284], [-5.1173, -3.4397, -0.9895], [-3.0794, 2.3953, 1.3719], [-3.7614, -1.6394, -1.4957], [-0.4076, -6.5521, 2.3327], [2.0719, -3.2936, -0.2019], [1.5845, -2.0498, 0.2031], [-3.1406, 0.6663, 4.6806], [-1.7310, 2.9299, -2.7279], [4.0920, -2.1465, -0.8426], [-4.2347, -1.2421, -3.9272], [0.7388, 0.3440, 3.3158], [1.2784, -0.8837, -3.1006], [-4.1005, -0.2535, 2.6044], [3.3424, -3.3240, -0.7333], [-4.7931, 2.5276, -0.3015], [-0.0841, 1.1104, -2.7846], [0.9371, -7.4952, 4.2417], [-0.8169, -5.5110, 1.5214], [2.2221, 2.4791, 0.4313], [0.7194, 2.5267, 0.7136], [-0.3178, -4.2353, 1.7607], [-4.1846, 3.0327, 0.8397], [-0.8047, -1.0664, 4.6519], [0.5954, -4.0012, 2.7846], [0.9943, -5.0598, 3.5825], [-2.5465, 1.2439, 0.7975], [-1.6717, 0.2376, 2.7691], [-5.3270, -3.0260, -2.4602], [3.5225, -0.9694, -0.4450], [-3.1164, 0.7856, -0.4014], [-4.2391, 1.4259, -0.9249], [1.3432, 0.0585, 4.1681], [1.9047, -7.2990, 4.7008], [1.0036, -3.0090, 2.9380], [2.1771, -0.8006, -2.4837], [1.0025, -8.4214, 3.6714], [-1.9959, 2.1704, -5.1677], [2.2051, 0.6736, -5.1247], [-2.2747, 1.2079, 5.0506], [-1.3972, 3.9565, -2.8862], [-5.1963, -0.8501, -4.2549], [2.7234, 1.3206, -3.5584], [-1.5048, -5.6852, 0.7000], [-3.9873, 1.3542, 4.6523], [-2.7471, 2.8343, -3.1150], [-4.6619, -0.9183, 3.2639], [-0.7906, -7.5496, 2.1492], [0.0380, -1.7528, 4.6284], [-4.6702, 1.0626, -1.8544], [1.7139, -4.8894, 4.3758], [-2.6015, 2.7896, 2.2622], [-4.6828, -4.4319, -0.8942], [-3.5928, -2.5058, 0.3176], [-4.7387, 0.5879, 2.3289], [-6.0382, -3.4040, -0.4161], [3.7610, -4.2665, -1.0694], [-3.3828, -0.1447, 5.3694], [4.0524, -0.0302, -0.5196], [-4.5721, 3.9250, 1.3143], [1.1840, -0.1605, 2.4546], [-3.5179, -0.4326, -3.8496], [-5.0825, -3.8157, -3.1661], [-0.8385, -0.5965, 5.6338], [0.2152, -7.6572, 5.0457], [-5.6734, 3.0045, -0.7165], [-0.4302, 2.9660, -5.2802], [-1.7299, 2.7167, -1.6720], [-0.5255, 1.1970, -5.3525], [1.5121, 2.1786, -4.5152], [-6.3427, -2.6892, -2.6562], [-3.8827, -1.9632, -4.6646], [0.7993, 1.4187, 3.2102], [1.5298, -1.4924, -3.9686], [-1.7112, -1.6427, 4.4955], [-3.8229, -0.8081, 1.7194], [1.4785, -4.1887, -0.1114], [5.0990, -2.1541, -1.2353], [0.5052, -1.3961, -2.5424]], "forces_ev_per_a": [[-0.56, 0.95, -1.78], [0.19, 0.15, 0.12], [-0.48, -0.29, 0.03], [-0.22, 0.22, -0.36], [0.18, 0.21, 0.07], [0.10, -0.01, 0.45], [0.14, 0.31, 0.16], [0.01, 0.05, -0.09], [-0.10, 0.23, 0.27], [0.08, 0.01, -0.04], [-0.26, -0.46, 0.15], [0.38, -0.08, 0.11], [0.12, -1.25, -0.34], [0.74, -0.40, 0.04], [-0.09, 0.04, 0.09], [-0.01, -0.04, -0.14], [-0.77, -0.12, -0.10], [-0.12, 0.19, 0.03], [-0.22, -0.07, -0.01], [0.23, -0.23, 0.12], [0.02, 0.06, 0.17], [0.10, -0.05, 0.07], [-0.11, -0.11, -0.12], [0.07, 0.19, -0.06], [0.16, 0.18, 0.05], [0.02, 0.00, -0.17], [-0.04, -0.12, 0.02], [0.29, 0.15, -0.17], [-0.71, -0.56, 0.40], [-0.04, -0.05, -0.05], [0.14, -0.02, -0.19], [0.07, -0.25, -0.04], [-0.06, -0.16, 0.19], [-0.60, 0.17, 0.09], [0.14, 0.19, -0.21], [0.10, 0.03, 0.22], [0.10, -0.02, -0.05], [-0.09, 0.04, 0.03], [-0.46, -0.09, 0.27], [-0.06, 0.07, -0.02], [-0.05, 0.08, -0.04], [0.02, 0.03, 0.22], [0.65, 0.83, 0.06], [0.37, -0.14, 0.08], [-0.04, 0.04, -0.02], [0.00, 0.10, -0.15], [-0.16, -0.08, -0.06], [0.02, -0.04, 0.05], [0.13, -0.09, 0.22], [-0.06, 0.01, -0.27], [0.11, 0.16, 0.05], [0.09, 0.36, 0.18], [-0.06, -0.03, 0.11], [0.02, -0.07, -0.11], [0.12, -0.03, 0.07], [-0.01, 0.00, -0.01], [-0.02, -0.07, -0.03], [-0.06, 0.04, -0.05], [0.00, 0.03, 0.00], [-0.03, -0.01, 0.01], [-0.02, -0.01, 0.00], [0.02, 0.00, -0.01], [0.02, 0.00, -0.02], [-0.05, 0.01, 0.03], [0.01, -0.01, 0.04], [0.10, 0.02, 0.08], [0.00, 0.01, -0.02], [0.02, -0.01, -0.01], [0.04, 0.01, 0.01], [0.03, 0.03, 0.01], [0.04, -0.01, -0.02], [0.07, 0.04, 0.10], [-0.03, -0.02, -0.04], [-0.03, 0.00, -0.04], [0.06, -0.03, 0.00], [0.08, -0.09, 0.05], [0.01, 0.01, 0.02], [-0.05, 0.01, 0.04], [-0.01, 0.08, 0.06], [0.00, -0.01, -0.01], [-0.02, 0.03, -0.01], [0.02, -0.02, 0.00], [0.19, -0.25, 0.05], [0.06, 0.05, 0.06], [0.03, -0.05, -0.05], [0.01, 0.06, 0.02], [0.01, 0.01, -0.02], [0.09, -0.02, 0.02], [0.01, 0.01, 0.04], [0.08, -0.03, 0.23], [0.02, -0.08, -0.01], [0.01, -0.02, 0.03], [-0.04, 0.05, -0.02], [0.01, -0.03, 0.03], [0.00, 0.16, -0.08], [0.01, 0.02, -0.06], [-0.03, 0.01, -0.04], [0.05, -0.01, -0.05], [0.00, 0.00, -0.01], [-0.04, -0.01, 0.00], [-0.19, -0.06, 0.07]]}

No. 2
{"formula": "C4H5F2N", "method": "the ωB97M-V functional and the def2-TZVPD basis", "e_lumo_ha": 0.0317, "homo_energy_ev": -8.2, "e_above_lowest_kcal_mol": 70.1, "multiplicity": 1, "e_tot_ev": -11150.442, "smiles": "NC=C(F)F.C#C", "gap_ha": 0.333, "species": ["F", "F", "N", "C", "C", "C", "C", "H", "H", "H", "H", "H"], "xyz": [[-0.2867, 1.6926, 0.8694], [-1.6936, 0.0333, 0.5959], [-0.9698, -0.0634, -2.0837], [1.1525, -1.1893, 2.3558], [-0.8770, 0.9095, -0.0160], [-0.4760, 0.9052, -1.2874], [2.3608, -1.2324, 2.2216], [-0.8511, 0.0103, -3.0714], [0.1286, -1.1065, 2.1074], [3.3457, -1.3215, 1.8335], [0.0914, 1.7502, -1.6302], [-1.9246, -0.3881, -1.8950]], "forces_ev_per_a": [[-0.26, 0.51, 0.70], [0.37, 0.25, -0.57], [-1.50, -2.01, -1.93], [2.43, 0.01, -0.87], [1.15, 0.28, -0.12], [-1.18, 0.61, 2.32], [-2.20, -0.05, -0.23], [0.24, 0.28, -0.34], [-0.54, 0.01, 0.57], [0.30, 0.03, 0.51], [0.44, -0.17, -0.16], [0.77, 0.24, 0.11]]}